Model 1:
H16O8 | ωB97M-V with the def2-TZVPD basis set

XYZ file:
```
24
Properties=species:S:1:pos:R:3
H 1.12 0.10 -0.99
H 0.90 1.59 -0.80
H 1.51 3.54 4.40
H 1.71 2.27 3.59
H -0.34 -1.30 -5.94
H 0.88 -1.08 -5.05
H -2.34 0.76 1.31
H -1.89 0.76 -0.14
H -0.30 -3.67 1.63
H -0.21 -2.41 2.47
H -1.65 0.91 -4.12
H -1.17 2.32 -3.83
H 1.51 -1.98 0.24
H 1.46 -2.76 1.54
H -0.27 0.35 3.24
H -0.14 0.13 1.74
O 1.29 0.82 -0.37
O 1.19 3.08 3.61
O -0.06 -0.87 -5.13
O -1.55 0.68 0.76
O -0.05 -3.36 2.51
O -1.97 1.80 -3.92
O 0.89 -2.40 0.85
O -0.51 0.74 2.39
```

Results
- structure (SMILES) = O.O.O.O.O.O.O.O
- frontier orbital gap (eV) = 10.1
- HOMO (eV) = -10.1
- lowest unoccupied orbital energy (eV) = 0.03
- multiplicity = 1

Model 2:
H16O8 | ωB97M-V with the def2-TZVPD basis set

XYZ file:
```
24
Properties=species:S:1:pos:R:3
O -1.19 4.10 -18.98
H -1.64 4.67 -19.61
H -0.26 4.21 -19.18
O -1.15 2.04 -18.96
H -1.49 1.45 -19.63
H -0.24 2.19 -19.22
O 0.81 2.15 -20.01
H 0.76 1.31 -20.47
H 1.74 2.25 -19.80
O 1.44 5.28 -18.05
H 1.67 4.59 -18.67
H 1.57 4.88 -17.19
O 1.07 4.26 -20.01
H 0.91 4.58 -20.90
H 0.92 3.32 -20.07
O 1.83 2.26 -22.11
H 1.51 2.94 -21.51
H 2.74 2.49 -22.27
O 2.44 5.91 -19.98
H 1.76 5.25 -20.14
H 3.24 5.52 -20.32
O 1.18 4.51 -22.26
H 0.23 4.59 -22.24
H 1.39 4.21 -23.14
```

Results
- frontier orbital gap (eV) = 7.8
- HOMO (eV) = -8.3
- lowest unoccupied orbital energy (eV) = -0.45
- multiplicity = 1

Model 3:
H16O8 | ωB97M-V with the def2-TZVPD basis set

XYZ file:
```
24
Properties=species:S:1:pos:R:3
O -1.95 0.48 2.75
H -2.40 0.93 3.45
H -1.33 0.86 2.15
O 2.89 0.43 -1.81
H 3.25 0.04 -1.05
H 3.47 0.43 -2.54
O 0.57 0.56 0.91
H 0.08 -0.20 0.64
H 1.40 0.31 0.55
O 2.47 -1.43 0.10
H 1.90 -1.73 0.76
H 2.70 -2.18 -0.40
O -1.04 2.74 0.61
H -0.42 2.02 0.63
H -1.63 2.47 -0.09
O -1.07 -1.47 0.04
H -1.42 -1.21 -0.81
H -0.65 -2.32 -0.13
O -3.17 0.41 0.30
H -2.81 -0.45 0.14
H -3.18 0.57 1.25
O 0.47 -0.47 -2.22
H 1.35 -0.16 -2.03
H 0.50 -0.64 -3.17
```

Results
- structure (SMILES) = O.O.O.O.O.O.O.O
- frontier orbital gap (eV) = 10.0
- HOMO (eV) = -10.1
- lowest unoccupied orbital energy (eV) = -0.13
- multiplicity = 1

Model 4:
H16O8 | ωB97M-V with the def2-TZVPD basis set

XYZ file:
```
24
Properties=species:S:1:pos:R:3
H 0.81 0.19 0.64
H 2.21 -0.09 0.52
H -2.31 -1.62 -3.42
H -2.20 -0.32 -2.54
H 1.05 -1.69 -3.78
H 2.06 -2.75 -3.90
H 0.64 0.55 3.49
H -0.56 -0.22 2.78
H 2.81 -2.76 1.98
H 1.43 -2.99 1.25
H 0.29 3.32 3.59
H 0.62 2.84 2.28
H -3.23 1.89 1.21
H -2.30 2.33 0.20
H -0.13 0.63 -1.08
H -0.46 -0.34 -2.18
O 1.45 0.16 -0.05
O -2.28 -0.68 -3.47
O 1.40 -2.38 -4.46
O 0.24 0.38 2.64
O 1.91 -2.97 2.15
O 0.21 3.68 2.70
O -2.79 2.76 0.93
O -0.88 0.10 -1.46
```

Results
- structure (SMILES) = O.O.O.O.O.O.O.O
- frontier orbital gap (eV) = 10.9
- HOMO (eV) = -11.2
- lowest unoccupied orbital energy (eV) = -0.33
- multiplicity = 1

In kJ/mol, relative to the most stable structure: model 1 220.0; model 2 871.8; model 3 0.0; model 4 103.5.

Model 1:
H16O8 | ωB97M-V with the def2-TZVPD basis set

XYZ file:
```
24
Properties=species:S:1:pos:R:3
O -1.37 -2.18 -0.19
H -1.52 -3.06 -0.54
H -1.58 -1.59 -0.91
O -0.91 1.44 -1.30
H -0.46 2.22 -1.64
H -1.72 1.39 -1.82
O 0.00 0.41 0.29
H -0.05 -0.38 -0.25
H -0.56 1.04 -0.15
O 0.53 -2.58 0.65
H -0.40 -2.36 0.58
H 0.85 -2.56 -0.25
O -1.76 1.96 1.46
H -1.33 2.26 0.66
H -1.37 2.49 2.16
O 1.45 0.19 2.13
H 1.99 0.87 2.52
H 0.71 0.66 1.75
O 2.83 0.18 0.28
H 3.52 0.06 0.93
H 2.04 0.34 0.80
O -0.54 -0.57 -2.39
H 0.37 -0.56 -2.69
H -0.71 0.32 -2.10
```

Results
- frontier orbital gap (eV) = 8.8
- HOMO (eV) = -9.4
- lowest unoccupied orbital energy (eV) = -0.59
- multiplicity = 1

Model 2:
H16O8 | ωB97M-V with the def2-TZVPD basis set

XYZ file:
```
24
Properties=species:S:1:pos:R:3
H -1.24 -0.07 0.30
H -0.14 -0.90 0.54
H -2.27 -2.47 -0.67
H -3.72 -2.26 -0.84
H 0.60 -2.72 0.73
H 0.85 -1.94 -0.58
H 1.25 2.79 -0.35
H 0.28 1.49 -0.44
H 3.79 -2.34 -0.34
H 4.63 -1.14 -0.35
H -1.32 2.07 -1.23
H -2.30 2.27 -0.16
H 2.98 2.00 1.66
H 3.16 2.96 0.49
H -3.79 0.21 0.65
H -2.70 -0.81 0.98
O -0.32 -0.20 0.00
O -2.92 -1.86 -0.45
O 1.31 -2.34 0.16
O 0.35 2.40 -0.17
O 3.72 -1.45 -0.71
O -2.28 2.32 -1.19
O 3.15 1.98 0.64
O -3.06 0.01 1.33
```

Results
- structure (SMILES) = O.O.O.O.O.O.O.O
- frontier orbital gap (eV) = 10.3
- HOMO (eV) = -10.4
- lowest unoccupied orbital energy (eV) = -0.06
- multiplicity = 1

In kJ/mol, relative to the most stable structure: model 1 330.1; model 2 0.0.

Model 1:
H16O8 | ωB97M-V with the def2-TZVPD basis set

XYZ file:
```
24
Properties=species:S:1:pos:R:3
O 0.13 1.15 2.31
H 1.00 1.50 2.55
H -0.25 0.90 3.12
O -0.15 0.06 -0.25
H -0.05 0.54 0.55
H 0.60 -0.44 -0.54
O 0.63 -1.03 -3.68
H 0.25 -0.24 -3.39
H 1.38 -0.66 -4.14
O 1.75 -1.75 -0.86
H 2.49 -2.08 -1.40
H 1.15 -2.46 -0.70
O -1.32 -1.77 1.36
H -1.19 -1.13 0.65
H -2.17 -2.18 1.31
O 2.89 -0.27 0.88
H 2.84 0.67 0.71
H 2.40 -0.65 0.12
O -2.73 -0.80 -0.81
H -2.09 -0.12 -0.72
H -3.49 -0.38 -1.19
O -1.64 3.70 1.67
H -1.51 4.28 0.90
H -0.92 3.16 1.54
```

Results
- structure (SMILES) = O.O.O.O.O.O.O.O
- frontier orbital gap (eV) = 10.6
- HOMO (eV) = -10.4
- lowest unoccupied orbital energy (eV) = 0.25
- multiplicity = 1

Model 2:
H16O8 | ωB97M-V with the def2-TZVPD basis set

XYZ file:
```
24
Properties=species:S:1:pos:R:3
H 1.36 0.52 0.74
H 1.43 -0.89 1.17
H 2.30 -5.53 3.01
H 2.65 -5.23 1.58
H 3.14 3.34 1.30
H 1.87 4.16 1.02
H -2.98 -2.27 0.32
H -3.76 -3.51 0.59
H 0.32 -1.83 -2.66
H 1.65 -1.11 -2.87
H -0.16 1.22 -2.94
H -1.13 1.28 -4.05
H 0.20 3.18 2.86
H 0.45 1.58 2.92
H -2.89 2.67 -0.69
H -1.91 1.68 -0.08
O 0.80 -0.16 1.07
O 1.85 -5.22 2.12
O 2.78 4.19 1.00
O -3.60 -2.89 -0.08
O 0.66 -0.98 -2.97
O -0.42 0.77 -3.78
O 0.34 2.31 2.33
O -2.72 2.07 0.03
```

Results
- structure (SMILES) = O.O.O.O.O.O.O.O
- frontier orbital gap (eV) = 10.9
- HOMO (eV) = -10.8
- lowest unoccupied orbital energy (eV) = 0.07
- multiplicity = 1

Model 3:
H16O8 | ωB97M-V with the def2-TZVPD basis set

XYZ file:
```
24
Properties=species:S:1:pos:R:3
H 0.88 -0.61 -0.80
H -0.52 -0.03 -0.72
H 3.43 -1.75 2.43
H 2.40 -0.67 2.71
H -4.53 3.11 1.89
H -4.05 1.98 1.00
H -0.31 -2.75 -0.67
H -1.41 -3.80 -0.67
H -0.09 4.69 -1.00
H -1.45 4.17 -1.44
H -5.16 -2.32 -1.06
H -3.84 -1.64 -0.74
H 4.55 1.88 -1.17
H 3.81 0.99 -0.19
H 3.88 -1.89 0.47
H 2.42 -1.62 0.15
O 0.21 -0.16 -1.33
O 3.04 -0.96 2.04
O -3.97 2.32 1.89
O -1.25 -2.86 -0.49
O -0.66 3.92 -0.95
O -4.38 -2.40 -0.50
O 3.71 1.81 -0.69
O 3.31 -1.40 -0.14
```

Results
- structure (SMILES) = O.O.O.O.O.O.O.O
- frontier orbital gap (eV) = 10.8
- HOMO (eV) = -10.7
- lowest unoccupied orbital energy (eV) = 0.11
- multiplicity = 1

Model 4:
H16O8 | ωB97M-V with the def2-TZVPD basis set

XYZ file:
```
24
Properties=species:S:1:pos:R:3
O 3.04 -0.95 -1.83
H 3.84 -0.95 -1.30
H 2.33 -0.93 -1.19
O 0.06 -0.44 -1.07
H -0.33 -0.84 -0.29
H 0.24 0.46 -0.81
O -0.45 -2.68 -2.74
H -0.38 -1.92 -2.16
H -0.14 -2.37 -3.58
O -1.85 -3.35 1.54
H -1.88 -2.40 1.54
H -1.00 -3.57 1.94
O -1.23 3.33 1.04
H -1.89 2.65 1.15
H -0.44 2.87 0.75
O -1.79 -0.35 1.05
H -2.27 0.23 0.46
H -2.19 -0.21 1.90
O 0.46 2.17 -0.58
H 1.23 2.74 -0.58
H -0.23 2.70 -0.97
O 1.36 1.25 2.21
H 2.30 1.46 2.25
H 1.20 1.09 1.28
```

Results
- structure (SMILES) = O.O.O.O.O.O.O.O
- frontier orbital gap (eV) = 10.2
- HOMO (eV) = -10.5
- lowest unoccupied orbital energy (eV) = -0.30
- multiplicity = 1

In kJ/mol, relative to the most stable structure: model 1 17.3; model 2 159.1; model 3 115.9; model 4 0.0.

Model 1:
H16O8 | ωB97M-V with the def2-TZVPD basis set

XYZ file:
```
24
Properties=species:S:1:pos:R:3
O -0.74 -0.04 0.79
H -0.86 -0.79 0.21
H 0.24 0.04 0.97
O 1.84 0.92 1.25
H 1.93 1.60 1.92
H 2.41 1.20 0.52
O -1.56 -2.06 -1.57
H -0.68 -1.77 -1.75
H -1.73 -2.78 -2.15
O -0.56 2.63 1.95
H -1.17 1.91 1.60
H -0.09 2.15 2.63
O 2.92 -1.21 2.51
H 3.06 -0.96 3.42
H 2.52 -0.45 2.14
O 0.87 -0.84 -1.27
H 1.58 -1.35 -0.97
H 1.09 -0.35 -2.05
O -0.11 1.82 -1.16
H 0.00 1.01 -0.61
H -0.46 1.44 -1.99
O -3.69 -0.41 -1.93
H -3.05 -1.06 -1.60
H -3.75 -0.65 -2.85
```

Results
- structure (SMILES) = O.O.O.O.O.O.O.O
- frontier orbital gap (eV) = 10.5
- HOMO (eV) = -10.7
- lowest unoccupied orbital energy (eV) = -0.20
- multiplicity = 1

Model 2:
H16O8 | ωB97M-V with the def2-TZVPD basis set

XYZ file:
```
24
Properties=species:S:1:pos:R:3
O 20.88 -7.30 13.79
H 20.36 -6.93 13.08
H 20.32 -7.50 14.58
O 23.01 -4.76 15.17
H 22.94 -3.80 15.15
H 22.18 -4.95 14.76
O 19.17 -9.50 18.46
H 19.97 -9.86 18.03
H 18.93 -10.19 19.07
O 20.95 -9.94 12.67
H 20.06 -10.06 12.38
H 21.00 -9.10 13.13
O 21.48 -10.13 17.25
H 21.60 -10.41 16.36
H 21.82 -10.87 17.65
O 22.20 -7.65 16.30
H 22.09 -8.52 16.62
H 21.63 -7.53 15.54
O 24.14 -7.39 13.69
H 23.41 -7.05 14.18
H 24.86 -6.74 13.73
O 21.51 -5.55 17.63
H 21.75 -6.38 17.26
H 22.31 -5.04 17.55
```

Results
- structure (SMILES) = O.O.O.O.O.O.O.O
- frontier orbital gap (eV) = 10.1
- HOMO (eV) = -10.2
- lowest unoccupied orbital energy (eV) = -0.13
- multiplicity = 1

In kJ/mol, relative to the most stable structure: model 1 0.0; model 2 39.0.

Model 1:
C22H44AlN8O4PSi2 | ωB97M-V with the def2-TZVPD basis set

XYZ file:
```
82
Properties=species:S:1:pos:R:3
Al -0.12 -0.09 0.26
N -2.10 1.92 2.16
N -2.38 0.98 3.22
C -1.95 -0.34 2.96
N -2.22 -1.25 3.95
N -1.10 -0.54 1.97
N -0.45 -1.66 1.85
O 0.64 -1.54 1.11
O -0.72 -2.74 2.38
H -1.09 1.97 2.06
H -2.46 2.82 2.45
H -3.38 1.01 3.42
H -3.18 -1.28 4.29
H -1.84 -2.17 3.71
C 3.19 2.19 0.01
Si 2.11 0.72 -0.58
C 3.42 -0.70 -0.98
C 1.46 1.38 -2.25
C 2.29 1.42 -3.36
C 1.83 1.91 -4.57
C 0.52 2.36 -4.67
C -0.30 2.33 -3.56
C 0.16 1.86 -2.34
Si -0.97 2.04 -0.81
C -2.81 1.98 -1.33
C -0.49 3.70 0.03
H 3.97 2.41 -0.72
H 3.68 2.05 0.97
H 2.57 3.08 0.09
H 3.50 -0.85 -2.05
H 3.15 -1.66 -0.53
H 4.41 -0.44 -0.63
H 3.31 1.08 -3.29
H 2.48 1.94 -5.43
H 0.15 2.73 -5.61
H -1.32 2.69 -3.65
H -3.13 2.93 -1.75
H -3.46 1.75 -0.49
H -2.97 1.22 -2.08
H -0.18 4.41 -0.73
H 0.35 3.56 0.71
H -1.31 4.15 0.58
C -0.10 -3.75 -3.92
N 0.51 -2.85 -2.93
C 0.54 -3.48 -1.60
C -0.14 -1.49 -2.89
C -1.48 -1.51 -2.21
C -2.59 -1.93 -2.94
C -3.82 -2.09 -2.33
C -3.94 -1.78 -0.99
C -2.86 -1.27 -0.30
C -1.58 -1.13 -0.85
H 0.41 -4.71 -3.92
H -0.03 -3.33 -4.92
H -1.15 -3.91 -3.68
H 1.48 -2.69 -3.23
H -0.46 -3.80 -1.32
H 0.88 -2.76 -0.86
H 1.20 -4.34 -1.60
H -0.23 -1.14 -3.92
H 0.53 -0.83 -2.34
H -2.50 -2.12 -4.00
H -4.68 -2.43 -2.90
H -4.89 -1.92 -0.48
H -3.02 -0.99 0.73
N 3.06 -0.93 2.51
C 3.07 0.27 3.38
P 1.22 0.52 3.51
O 0.73 -0.80 4.00
O 0.79 1.09 2.19
C 0.69 1.67 4.91
N -0.52 0.97 5.38
H 2.54 -0.71 1.62
H 2.45 -1.63 2.98
H 3.98 -1.32 2.31
H 3.58 1.09 2.89
H 3.53 0.05 4.33
H 0.47 2.68 4.59
H 1.45 1.69 5.70
H -0.27 -0.05 5.23
H -1.32 1.12 4.72
H -0.79 1.16 6.35
```

Results
- frontier orbital gap (alpha / beta) (eV) = 7.1 / 5.4
- HOMO (alpha / beta) (eV) = -12.0 / -11.9
- charge = +2
- lowest unoccupied orbital energy (alpha / beta) (eV) = -4.87 / -6.50
- multiplicity = 1

Model 2:
C22H44AlN8O4PSi2 | ωB97M-V with the def2-TZVPD basis set

XYZ file:
```
82
Properties=species:S:1:pos:R:3
Al -0.12 -0.27 0.84
N -0.22 -1.54 2.64
N -1.01 -0.76 3.52
C -0.76 0.62 3.45
N -1.15 1.46 4.32
N -0.07 0.94 2.31
N 0.11 2.31 2.01
O -1.16 2.85 1.64
O 0.60 3.05 3.07
H -0.73 -2.40 2.45
H 0.67 -1.78 3.06
H -1.08 -1.14 4.45
H -1.64 1.04 5.11
H -0.05 2.90 3.81
C -0.34 -3.21 -2.13
Si 0.64 -1.65 -1.82
C -0.15 -0.20 -2.68
C 2.42 -1.95 -2.24
C 3.11 -1.95 -3.45
C 4.43 -2.37 -3.47
C 5.06 -2.79 -2.29
C 4.38 -2.79 -1.09
C 3.05 -2.37 -1.06
Si 1.90 -2.20 0.40
C 2.85 -1.13 1.64
C 1.47 -3.84 1.20
H -0.28 -3.36 -3.21
H -1.39 -3.15 -1.87
H 0.11 -4.08 -1.66
H -0.58 -0.58 -3.62
H 0.60 0.55 -2.92
H -0.95 0.26 -2.11
H 2.64 -1.62 -4.36
H 4.98 -2.37 -4.40
H 6.09 -3.11 -2.33
H 4.89 -3.12 -0.19
H 3.61 -1.81 2.05
H 2.33 -0.67 2.47
H 3.38 -0.36 1.08
H 2.37 -4.46 1.15
H 0.68 -4.39 0.68
H 1.20 -3.79 2.26
C -4.27 3.28 -0.91
N -4.14 1.79 -0.92
C -3.76 1.29 -2.27
C -3.17 1.34 0.16
C -3.17 -0.16 0.31
C -4.41 -0.80 0.41
C -4.52 -2.17 0.49
C -3.35 -2.93 0.49
C -2.13 -2.28 0.45
C -1.98 -0.89 0.39
H -5.00 3.58 -1.65
H -3.30 3.70 -1.14
H -4.59 3.60 0.08
H -5.05 1.40 -0.69
H -2.79 1.72 -2.52
H -4.51 1.62 -2.98
H -3.70 0.21 -2.24
H -3.47 1.85 1.07
H -2.20 1.72 -0.14
H -5.33 -0.22 0.44
H -5.48 -2.65 0.56
H -3.40 -4.01 0.53
H -1.24 -2.91 0.46
N 4.31 2.15 0.87
C 2.92 2.33 1.32
P 1.80 2.10 -0.12
O 2.85 1.83 -1.27
O 0.81 0.93 -0.19
C 1.06 3.70 -0.56
N -0.31 3.61 -1.08
H 3.75 1.83 -0.85
H 4.79 1.43 1.39
H 4.84 3.00 0.97
H 2.73 3.32 1.73
H 2.64 1.63 2.10
H 1.77 4.17 -1.25
H 1.04 4.30 0.35
H -0.99 3.19 0.75
H -0.32 3.08 -1.95
H -0.62 4.55 -1.31
```

Results
- frontier orbital gap (eV) = 9.0
- HOMO (eV) = -13.8
- charge = +2
- lowest unoccupied orbital energy (eV) = -4.76
- multiplicity = 1

In kJ/mol, relative to the most stable structure: model 1 337.5; model 2 0.0.